The following is a quantum chemistry calculation of the ion C7H14FIN with charge +1 in a non-equilibrium geometry, from OMol25.

CARTESIAN COORDINATES (ANGSTROEM)
1 C 0.853 -0.281 -1.105
2 C -0.649 1.206 0.398
3 C 0.191 -1.483 -0.873
4 C -1.419 0.115 0.975
5 C 0.716 -2.490 0.071
6 C -0.901 -0.475 2.261
7 C 0.884 2.272 -1.190
8 N 0.007 1.053 -0.938
9 F -0.731 -1.882 -1.793
10 I -3.270 -0.090 0.042
11 H 1.577 -0.032 -0.272
12 H 1.448 -0.189 -2.048
13 H -1.398 2.115 0.276
14 H 0.099 1.467 1.111
15 H 0.457 -3.459 -0.330
16 H 0.264 -2.253 0.991
17 H 1.792 -2.515 0.224
18 H -0.851 0.245 3.121
19 H 0.127 -0.644 2.142
20 H -1.576 -1.332 2.499
21 H 1.051 2.387 -2.320
22 H 0.285 3.219 -0.949
23 H 1.803 2.029 -0.726
24 H -0.760 1.018 -1.568

charge	+1
gap between HOMO and LUMO (alpha / beta)	7.91 / 7.90	eV

The following is a quantum chemistry calculation of a cluster of 2 separate species, C7H14FNOS in total in a non-equilibrium geometry, from OMol25.

CARTESIAN COORDINATES (ANGSTROEM)
1 C 1.272 2.328 0.064
2 C 0.574 1.064 -0.255
3 N 0.594 0.261 0.664
4 C -0.032 -1.087 0.629
5 C -0.995 -1.482 1.783
6 C -0.741 -1.451 -0.710
7 C -0.134 -0.618 -1.870
8 C 0.131 0.897 -1.666
9 H 2.064 2.102 0.916
10 H 0.508 2.952 0.599
11 H 1.776 2.863 -0.819
12 H 0.761 -1.741 0.656
13 H -1.728 -0.727 1.859
14 H -0.417 -1.458 2.800
15 H -1.311 -2.466 1.591
16 H -1.768 -1.142 -0.610
17 H -0.434 -2.569 -1.045
18 H 0.816 -1.050 -2.191
19 H -1.003 -0.693 -2.656
20 H 1.098 1.223 -2.249
21 H -0.760 1.562 -1.895
22 O 0.517 1.434 3.000
23 S -0.898 2.071 2.638
24 F -1.894 1.308 3.659
25 H 0.779 0.889 2.319

structure (SMILES)	CC1=N[C@@H](C)CCC1.OSF
gap between HOMO and LUMO	9.19	eV

The energy above the lowest of the compared OMol25 structures with the same formula, charge and spin results, record by record, are as follows: 2.449, 0.000 eV.